[1]
DFT (ωB97M-V with the def2-TZVPD basis set) results for 2 unconnected molecules or ions with the total composition C4H12NO3.

Cartesian coordinates (Å):
O (0.76476, -2.82437, -2.38659)
O (1.84875, 1.53471, 2.13488)
O (-0.98633, -1.13113, -1.34663)
N (0.05333, -0.66600, 1.15182)
C (-1.16162, 1.07071, -0.14664)
C (0.47742, 1.68541, 1.74063)
C (-1.22946, 0.17710, -1.47389)
C (0.08940, 0.68742, 0.66120)
H (-0.50374, 0.69364, -2.15503)
H (0.48751, -1.89160, -2.21346)
H (0.86435, 0.84846, -0.07114)
H (-2.26190, 0.43437, -1.82326)
H (0.48379, -1.24223, 0.44117)
H (-2.05660, 0.83916, 0.43021)
H (-0.19850, 1.60877, 2.60847)
H (-1.17829, 2.10360, -0.51441)
H (0.37106, 2.70435, 1.36615)
H (1.87957, 0.66157, 2.54459)
H (-0.91147, -0.95749, 1.26916)
H (0.01665, -3.29974, -2.02413)

## Properties
E_HOMO in eV: -3.1
Energy relative to the best compared isomer or geometry (same formula, charge and spin) in kJ/mol: 68.2
E_LUMO in eV: 3.781
Total charge: -1
HOMO-LUMO gap in Ha: 0.25414
2S+1: 1

[2]
DFT (ωB97M-V with the def2-TZVPD basis set) results for a molecular structure, C5H4Na2O6.

Cartesian coordinates (Å):
Na (1.30347, 3.78829, -0.08706)
Na (-3.62937, -3.95226, 0.32979)
O (0.77944, 1.32433, -0.87240)
O (-0.52963, -2.19230, -1.36087)
O (-1.52588, -4.00308, -0.59140)
O (-2.59386, -2.04554, -0.46897)
O (4.41391, 4.07759, 3.54089)
O (2.83231, 4.30649, 1.86567)
C (-0.59228, -0.80921, -1.61595)
C (-1.62780, -2.77427, -0.79129)
C (0.39070, 0.18067, -0.66636)
C (-0.33774, -0.26845, 0.48544)
C (3.63628, 4.19347, 2.70081)
H (-0.75707, 0.51945, 1.11700)
H (-0.08909, -1.23307, 0.93079)
H (-1.57100, -0.41658, -1.92081)
H (-0.10237, -0.69554, -2.59528)

## Properties
E_HOMO (alpha / beta) in eV: -11.4 / -11.9
E_LUMO (alpha / beta) in eV: -3.940 / -4.162
Total charge: +1
Expectation value of S²: 0.761
HOMO-LUMO gap (alpha / beta) in Ha: 0.27430 / 0.28358
2S+1: 2

[3]
DFT (ωB97M-V with the def2-TZVPD basis set) results for 3 unconnected molecules or ions with the total composition C7H8NOS.

Cartesian coordinates (Å):
S (4.02865, -1.84331, -0.61743)
O (3.32687, 0.82179, 0.00668)
N (2.06055, 0.64018, -0.02509)
C (-0.25285, -0.75074, 0.01234)
C (-2.68573, -0.55893, -0.13766)
C (-0.28305, 0.66394, 0.13252)
C (-1.44397, 1.49857, 0.18298)
C (1.06424, 1.30461, 0.24359)
C (-2.60056, 0.74848, 0.06170)
C (-1.47177, -1.35615, -0.16717)
H (3.64577, -0.45118, -0.39590)
H (0.64046, -1.24983, 0.02913)
H (-3.71430, -0.86778, -0.21548)
H (-1.50823, -2.43663, -0.28892)
H (-3.58109, 1.26246, 0.10331)
H (-1.28932, 2.55683, 0.42277)
H (0.95234, 2.67592, 0.81112)
H (3.11200, -2.65824, -0.15848)

## Properties
E_HOMO in eV: -3.9
Energy relative to the best compared isomer or geometry (same formula, charge and spin) in kJ/mol: 97.0
E_LUMO in eV: 3.427
Total charge: -1
HOMO-LUMO gap in Ha: 0.26766
2S+1: 1

[4]
DFT (ωB97M-V with the def2-TZVPD basis set) results for 3 unconnected molecules or ions with the total composition C4H8O3.

Cartesian coordinates (Å):
O (-2.61897, 1.68100, -1.14700)
O (-1.20319, 1.93041, 0.58706)
O (-1.12304, -0.49405, -1.50472)
C (2.10068, -1.52413, 0.90114)
C (-2.14924, 2.29229, -0.08404)
C (-0.06920, -0.75449, -0.91305)
C (0.59381, 0.10796, -0.00007)
H (2.55710, -2.22327, 0.19738)
H (1.22125, -1.96387, 1.36632)
H (0.49314, -1.66182, -1.20555)
H (2.81335, -1.19731, 1.66038)
H (-2.72680, 3.20065, 0.14206)
H (1.90764, -0.57397, 0.28881)
H (-2.06480, 0.86125, -1.29946)
H (0.26828, 0.31935, 1.01075)

## Properties
E_HOMO in eV: -9.4
Energy relative to the best compared isomer or geometry (same formula, charge and spin) in kJ/mol: 463.7
E_LUMO in eV: -0.481
Total charge: 0
HOMO-LUMO gap in Ha: 0.32597
2S+1: 1

[5]
DFT (ωB97M-V with the def2-TZVPD basis set) results for a gas-phase ion, C7H10N3O4 (charge +1).

Cartesian coordinates (Å):
O (0.14362, 2.36234, -0.76161)
O (4.08135, 0.23499, 0.01344)
O (-1.62269, 0.06616, 1.78642)
O (1.08522, -1.33003, -1.15680)
N (-0.11256, 0.17806, 0.07683)
N (2.17308, -0.78112, 0.99997)
N (2.01205, 1.10490, -0.45498)
C (2.88701, 0.23727, 0.14940)
C (-1.47523, 0.41317, 0.66821)
C (-2.51168, 1.15348, -0.18947)
C (0.01250, -0.89347, -0.90395)
C (0.63095, 1.31911, -0.39330)
C (1.06114, -0.71515, 1.66709)
C (-1.34521, -1.45829, -1.18602)
H (0.55841, -1.68508, 2.05358)
H (-1.19301, -2.43532, -1.31506)
H (-2.32476, 1.12482, -1.26654)
H (2.62815, -1.71846, 0.96786)
H (-1.72788, -0.94503, -2.09345)
H (-2.05018, -1.20494, -0.38744)
H (-3.56991, 0.79581, 0.08990)
H (0.83531, 0.17330, 2.22272)
H (2.41930, 1.85292, -0.93491)
H (-2.59497, 2.15055, 0.34811)

## Properties
E_HOMO in eV: -14.9
Energy relative to the best compared isomer or geometry (same formula, charge and spin) in kJ/mol: 0.0
SMILES: C=[NH+]C(=O)NC(=O)N(C(C)=O)C(C)=O
E_LUMO in eV: -5.020
Total charge: +1
HOMO-LUMO gap in Ha: 0.36290
2S+1: 1

[6]
DFT (ωB97M-V with the def2-TZVPD basis set) results for 2 unconnected molecules or ions with the total composition C3H2Br2N2O.

Cartesian coordinates (Å):
Br (0.91607, 0.51446, 2.78222)
Br (-1.87644, -1.98869, 0.58922)
O (-1.86269, 0.84691, -1.38863)
N (-0.82304, 0.76220, 0.68525)
N (0.36057, 0.44550, 1.02034)
C (0.35857, -0.11612, -1.09801)
C (1.12744, -0.10081, 0.00586)
C (-0.93345, 0.49862, -0.71068)
H (0.60175, -0.44162, -2.08749)
H (2.13124, -0.42046, 0.20192)

## Properties
E_HOMO (alpha / beta) in eV: -8.7 / -10.3
Energy relative to the best compared isomer or geometry (same formula, charge and spin) in kJ/mol: 0.0
E_LUMO (alpha / beta) in eV: -0.639 / -3.527
Total charge: 0
Expectation value of S²: 2.024
HOMO-LUMO gap (alpha / beta) in Ha: 0.29593 / 0.24829
2S+1: 3

| no. | largest force on an atom (eV/A) |
| --- | --- |
| 1 | 1.79 |
| 2 | 4.75 |
| 3 | 5.23 |
| 4 | 0.52 |
| 5 | 4.05 |
| 6 | 2.29 |